1.
The following is a DFT calculation (ωB97M-V/def2-TZVPD) of 8 unconnected molecules or ions with the total composition C55H80F22N3O19S in a non-equilibrium geometry.

Results
total energy	-6332.4999	Ha
net charge	+1
lowest unoccupied orbital energy	-2.246	eV
gap between HOMO and LUMO	0.330	Ha
multiplicity	1

Last column: Mulliken charge in e.
CARTESIAN COORDINATES (ANGSTROEM)
S: 9.069 -2.967 -1.239  1.339
F: -2.895 -1.100 5.749  -0.203
F: -11.194 8.004 -3.490  -0.243
F: -13.002 6.844 -3.647  -0.239
F: -6.851 -2.376 1.025  -0.297
F: 4.350 3.626 -0.875  -0.344
F: 3.249 2.230 2.272  -0.594
F: -7.807 -2.484 7.420  -0.244
F: -7.491 -3.918 2.412  -0.280
F: -1.394 -2.573 6.218  -0.292
F: -5.796 3.779 -4.817  -0.289
F: 4.617 1.648 -1.693  -0.277
F: 4.701 1.928 -10.286  -0.251
F: 2.866 2.804 -2.207  -0.302
F: -5.474 3.807 -2.691  -0.271
F: -1.092 -1.207 4.572  -0.242
F: 4.856 2.301 -8.170  -0.271
F: -11.553 6.371 -2.122  -0.251
F: 6.588 1.656 -9.284  -0.272
F: -4.534 2.292 -3.892  -0.260
F: -8.123 -0.476 8.133  -0.241
F: -9.580 -1.397 6.837  -0.245
F: -5.763 -4.243 1.179  -0.259
O: -2.918 4.082 -5.100  -0.300
O: 9.096 -1.812 -2.127  -0.597
O: 4.985 2.603 -4.182  -0.302
O: -1.573 -0.232 7.920  -0.353
O: 0.129 0.267 6.543  -0.496
O: -9.659 5.942 -4.280  -0.340
O: -7.498 -4.958 -0.838  -0.516
O: -11.540 4.986 -5.053  -0.504
O: 5.066 -0.718 -9.970  -0.316
O: -9.165 -3.986 0.311  -0.282
O: 6.611 1.055 4.800  -0.388
O: 4.579 -0.410 -7.798  -0.531
O: 10.349 -2.773 -0.191  -0.488
O: -7.446 -1.658 4.887  -0.326
O: -7.123 0.402 5.725  -0.525
O: -3.418 5.494 -3.426  -0.496
O: 9.336 -4.226 -1.920  -0.651
O: 5.357 4.608 -3.241  -0.512
O: 5.919 0.010 6.616  -0.567
N: 2.271 -4.145 1.177  -0.074
N: 2.267 -1.003 1.254  1.180
N: 2.604 -0.198 0.146  -0.291
C: -8.874 5.059 -5.098  0.067
C: 0.495 0.797 1.791  -1.106
C: -7.531 -0.719 5.835  0.356
C: 5.968 2.763 1.456  -1.264
C: 2.190 0.174 3.591  -2.138
C: 3.322 -2.412 -9.860  -1.098
C: 6.255 -2.498 -1.023  -1.110
C: 1.449 -0.356 2.321  0.426
C: 4.193 2.896 -1.989  1.296
C: -3.365 -0.311 -0.316  -0.762
C: 3.813 0.123 3.553  0.708
C: 5.602 0.444 5.528  -0.122
C: -1.425 -1.012 1.216  0.259
C: -8.837 5.544 -6.534  -1.184
C: -0.615 4.584 -4.494  -1.090
C: -11.689 6.757 -3.405  0.892
C: -7.891 -4.316 0.092  0.009
C: 4.122 0.312 5.121  -0.793
C: -1.501 1.279 0.239  -1.099
C: -2.699 -1.302 0.518  0.428
C: 4.810 -2.127 -9.831  -0.211
C: 4.912 0.017 -8.868  0.366
C: -0.801 0.293 1.094  0.503
C: 5.369 1.284 1.669  1.553
C: -0.892 -0.317 6.781  0.271
C: 2.642 -3.228 2.251  -1.648
C: 4.143 -1.347 3.051  -0.046
C: 7.529 -3.088 -0.259  -0.529
C: -10.986 5.789 -4.359  0.341
C: 2.632 -5.560 1.471  -0.818
C: -6.997 -3.720 1.181  1.361
C: -1.768 4.880 -5.432  -0.275
C: -8.260 -1.269 7.063  0.884
C: -5.309 -1.268 3.795  -0.716
C: 5.530 -3.961 4.558  -0.779
C: 4.927 3.493 -3.191  -0.094
C: 5.428 -1.531 -0.040  1.301
C: 7.127 2.997 -5.272  -1.263
C: 5.261 1.479 -9.153  0.939
C: -2.740 1.010 -0.453  -0.655
C: -4.862 3.599 -3.863  1.069
C: -1.573 -1.299 5.827  0.962
C: -3.654 4.514 -4.071  0.255
C: -1.016 0.631 8.930  -0.198
C: 5.881 -2.644 4.535  -0.741
C: -1.342 2.083 8.641  -1.085
C: 5.618 3.051 -5.399  0.004
C: 5.671 -1.790 3.213  -0.319
C: 3.409 -1.879 1.765  1.138
C: 4.241 -2.368 0.530  -2.473
C: -6.818 -1.257 3.658  -0.142
C: -10.463 -5.906 -0.436  -1.117
C: -3.337 -2.717 0.741  -1.103
C: -10.115 -4.449 -0.666  -0.216
C: 4.306 1.391 2.802  -0.229
H: 5.293 -2.615 -10.677  0.322
H: -2.420 2.217 8.529  0.319
H: -0.957 -1.798 1.850  0.270
H: 5.343 -4.485 5.525  0.301
H: 7.485 3.684 -4.503  0.371
H: -4.335 -0.513 -0.816  0.420
H: 3.686 -1.932 3.913  1.223
H: 0.277 5.134 -4.797  0.395
H: -11.008 -3.836 -0.546  0.316
H: 5.042 -0.704 -0.681  -0.199
H: 2.871 -1.997 -10.763  0.308
H: -7.117 -1.969 2.915  -0.073
H: -4.963 -2.247 4.138  0.285
H: 5.402 3.232 0.612  0.196
H: -4.418 -2.725 0.456  -0.023
H: -3.254 1.795 -1.061  0.407
H: 3.422 -3.752 2.877  0.371
H: 6.608 -1.954 -1.939  0.678
H: 1.620 -1.692 0.829  1.152
H: 5.278 -2.514 -8.924  0.316
H: 6.252 0.644 1.888  0.087
H: 7.208 1.422 5.483  0.398
H: 0.059 0.469 9.024  0.307
H: 2.815 -1.953 -9.010  0.312
H: -2.754 -3.550 0.282  0.450
H: -7.867 5.065 -4.686  0.082
H: 2.616 -5.736 2.579  0.299
H: -4.834 -1.038 2.838  0.173
H: 2.843 0.760 0.387  -0.087
H: -0.986 2.724 9.448  0.379
H: 6.057 -2.445 2.400  0.090
H: 1.934 -0.270 -0.615  0.174
H: 7.047 2.669 1.139  0.424
H: 7.601 3.262 -6.218  0.393
H: 1.794 -3.004 2.952  0.053
H: 0.156 1.403 2.680  0.673
H: 1.896 -6.272 1.010  0.363
H: 1.003 1.525 1.115  0.312
H: 4.666 -3.382 0.798  0.626
H: 1.267 -4.167 0.999  0.360
H: 3.707 -0.605 5.625  0.440
H: 3.479 1.182 5.431  0.703
H: -11.239 -6.229 -1.130  0.379
H: -3.340 -2.862 1.862  0.269
H: 5.296 2.376 -6.183  0.244
H: -9.590 -6.546 -0.572  0.320
H: -0.881 2.413 7.708  0.265
H: -9.247 4.036 -5.027  0.321
H: 6.269 -2.207 5.482  0.329
H: 7.715 -2.575 0.724  0.180
H: 5.622 -3.388 -1.262  0.280
H: -1.471 0.336 9.876  0.339
H: -7.186 -0.280 3.337  0.351
H: 5.978 3.367 2.394  0.336
H: 10.032 -2.397 0.652  0.368
H: -0.390 3.516 -4.491  0.302
H: 1.832 1.170 3.968  0.738
H: 7.408 -4.178 -0.004  0.373
H: -9.739 -4.278 -1.677  0.322
H: -8.484 6.576 -6.579  0.333
H: -10.814 -6.058 0.586  0.311
H: 4.894 1.050 0.677  -1.172
H: -1.489 4.614 -6.451  0.333
H: 5.428 -4.466 3.563  0.258
H: 5.270 4.050 -5.668  0.326
H: 0.724 -1.140 2.679  -0.390
H: -9.832 5.528 -6.982  0.350
H: 3.555 -2.576 -0.339  0.305
H: 7.451 1.996 -4.980  0.322
H: -2.025 5.941 -5.434  0.316
H: 1.946 -0.530 4.443  0.160
H: 3.648 -5.848 1.098  0.205
H: 6.371 -0.926 3.316  0.411
H: -4.974 -0.536 4.530  0.419
H: 6.178 -1.131 0.675  -0.220
H: -1.057 2.304 0.136  0.386
H: -0.860 4.862 -3.468  0.331
H: 4.767 2.087 3.563  0.743
H: 3.137 -3.487 -9.833  0.369
H: -8.178 4.916 -7.135  0.367

***

2.
The following is a DFT calculation (ωB97M-V/def2-TZVPD) of 2 unconnected molecules or ions with the total composition C6H10O in a non-equilibrium geometry.

Results
energy above the lowest of the compared OMol25 structures with the same formula, charge and spin	239.4	kJ/mol
total energy	-309.7512	Ha
lowest unoccupied orbital energy	0.787	eV
gap between HOMO and LUMO	0.378	Ha
multiplicity	1

Last column: Mulliken charge in e.
CARTESIAN COORDINATES (ANGSTROEM)
O: 1.581 -0.769 1.319  -0.568
C: -0.152 1.664 -0.314  -0.313
C: 1.049 1.071 -0.365  -0.567
C: -1.101 -0.538 0.308  -0.492
C: -1.429 0.923 -0.039  -0.541
C: 0.120 -1.106 -0.403  -0.713
C: 1.377 -0.403 -0.021  0.227
H: -0.229 2.736 -0.511  0.354
H: -0.859 -0.599 1.372  0.265
H: 0.371 -2.311 0.359  0.142
H: 0.004 -1.172 -1.503  0.336
H: -1.943 -1.194 0.083  0.327
H: 1.110 -1.788 1.234  0.244
H: 2.226 -0.712 -0.660  0.301
H: -2.076 0.988 -0.929  0.298
H: -2.003 1.391 0.777  0.345
H: 1.900 1.638 -0.721  0.357

***

3.
The following is a DFT calculation (ωB97M-V/def2-TZVPD) of a molecular structure, C42H42Cl3IrN7O7PS in a non-equilibrium geometry.

Results
total energy	-4759.8753	Ha
net charge	+1
lowest unoccupied orbital energy (spin up / spin down)	-3.087 / -5.516	eV
gap between HOMO and LUMO (spin up / spin down)	0.254 / 0.107	Ha
multiplicity	2

Last column: Mulliken spin population.
CARTESIAN COORDINATES (ANGSTROEM)
Ir: 0.703 -0.648 -0.781  -0.397
Cl: 3.072 -4.893 0.453  -0.001
Cl: 4.190 -4.227 -2.119  -0.001
Cl: 1.518 -5.367 -1.951  0.000
S: 1.061 2.643 2.176  0.034
P: -3.016 0.277 1.608  -0.024
O: 2.105 -2.146 -2.103  -0.003
O: 3.893 -1.198 0.367  0.001
O: -0.640 -2.185 -2.379  0.003
O: 1.722 1.368 -2.700  -0.008
O: -2.825 -5.497 -0.256  0.000
O: 1.359 -2.586 -0.078  -0.038
O: -2.325 -1.236 1.672  0.035
N: 0.437 0.662 0.667  0.139
N: 2.503 0.133 -0.945  -0.070
N: -1.372 -1.675 -0.304  -0.002
N: 4.641 -0.089 -1.512  -0.002
N: -0.551 1.507 0.413  0.638
N: -1.852 -3.795 -1.388  -0.001
N: 2.323 0.308 2.024  0.118
C: -4.105 -3.371 1.243  -0.001
C: 5.143 -0.465 -6.522  0.000
C: -7.115 -0.276 3.559  0.002
C: 6.042 -0.608 -5.475  0.000
C: 4.663 2.279 -2.323  0.000
C: -5.950 -0.602 4.249  -0.002
C: -2.586 -3.462 0.955  -0.004
C: -7.046 0.175 2.252  -0.001
C: -4.719 -0.456 3.640  0.002
C: 5.573 4.900 -1.982  0.000
C: 2.649 0.831 -2.130  0.025
C: -1.792 2.704 2.206  -0.031
C: -1.556 5.005 0.309  0.007
C: -1.570 3.548 3.434  0.137
C: -0.451 -4.548 1.992  0.000
C: 4.139 0.836 -2.525  0.007
C: 2.716 -4.288 -1.165  0.003
C: -1.533 0.746 3.811  -0.073
C: -3.318 0.831 -0.055  0.000
C: -1.895 -4.102 2.188  0.000
C: -4.939 -2.840 0.078  0.000
C: 4.655 4.601 -2.984  0.000
C: 3.888 0.068 -6.275  0.000
C: 5.687 -0.207 -4.197  0.000
C: -0.495 2.746 1.195  -0.003
C: -2.076 1.266 2.619  0.276
C: 3.528 0.465 -4.990  0.000
C: -2.422 -4.368 -0.253  0.000
C: 6.029 3.890 -1.151  0.000
C: -1.183 3.002 4.603  -0.038
C: -2.031 -2.090 0.701  -0.005
C: -1.047 1.581 4.781  0.206
C: 4.202 3.300 -3.154  0.000
C: 5.571 2.583 -1.319  0.000
C: 2.040 -2.892 -1.129  0.009
C: 1.353 1.078 1.586  0.020
C: -4.637 0.006 2.318  0.010
C: -5.812 0.316 1.628  0.004
C: 3.714 -0.472 -0.607  0.006
C: 4.431 0.335 -3.942  0.001
C: -1.249 -2.577 -1.418  -0.005
C: -0.428 3.974 0.222  0.025
H: 3.176 0.179 -7.085  0.000
H: 2.718 -0.451 1.442  -0.006
H: 5.592 -0.401 -1.441  0.000
H: 4.293 5.384 -3.641  0.000
H: -1.957 -3.378 3.004  0.000
H: 0.213 -3.728 1.708  0.000
H: -1.677 4.625 3.342  0.002
H: -0.971 3.656 5.444  -0.001
H: -5.786 0.676 0.609  0.000
H: -0.398 3.560 -0.786  -0.009
H: 5.422 -0.765 -7.525  0.000
H: -6.006 -0.957 5.271  0.000
H: -0.368 -5.324 1.224  0.000
H: -3.821 -0.698 4.196  0.002
H: -4.895 -3.512 -0.785  0.000
H: 2.966 0.707 2.689  0.000
H: 7.025 -1.027 -5.653  0.000
H: -1.353 5.806 -0.404  0.000
H: -2.523 -4.951 2.451  0.000
H: -1.633 5.464 1.297  -0.001
H: 6.745 4.111 -0.368  0.000
H: -1.552 -0.325 4.003  0.006
H: 2.537 0.860 -4.806  0.000
H: -4.424 -4.381 1.492  0.000
H: -2.613 3.112 1.614  0.023
H: -2.450 0.669 -0.675  -0.019
H: -7.951 0.424 1.712  0.000
H: -8.077 -0.370 4.048  0.000
H: -0.648 1.172 5.702  0.000
H: -2.532 4.587 0.047  0.000
H: -4.243 -2.750 2.128  0.001
H: -1.727 -4.388 -2.198  0.000
H: 3.478 3.077 -3.931  0.000
H: 5.932 1.807 -0.654  0.000
H: -3.528 1.906 -0.012  0.003
H: -4.605 -1.850 -0.254  0.000
H: -0.072 -4.971 2.924  0.000
H: 6.417 -0.312 -3.399  0.000
H: 5.929 5.917 -1.854  0.000
H: -4.185 0.308 -0.452  0.002
H: 0.525 4.479 0.369  0.001
H: -5.986 -2.746 0.369  0.000